37
Properties=species:S:1:pos:R:3:forces:R:3 method="wB97M-V/def2-TZVPD" e_above_lowest_kj_mol=237.7 fmax_ev_per_a=2.533 spin_multiplicity=1 energy_ha=-794.19481 gap_ev=7.621 total_charge=-1 lumo_ev=2.9
F 0.598324 -0.316685 0.265018 -0.19 0.05 -0.08
C 5.034584 1.246615 -1.736142 0.79 -0.68 -0.16
O 4.906524 0.111195 -0.872762 -0.02 0.84 -0.41
H 4.625204 1.062205 -2.729372 -0.41 -0.03 0.00
H 4.666354 2.197945 -1.352122 -0.28 -0.16 0.29
H 6.104534 1.358905 -1.911352 0.10 0.10 0.16
H 3.969754 -0.045275 -0.732872 -0.32 -0.10 0.17
C -4.157666 1.026945 2.070838 -0.94 0.43 0.01
O -3.821976 0.235585 0.974648 0.11 -0.68 -0.33
H -3.928356 2.069815 1.851858 0.32 0.18 0.46
H -5.242296 0.984145 2.170028 -0.16 -0.04 -0.09
H -3.787016 0.677105 3.034338 0.52 0.09 -0.04
H -2.866476 0.186845 0.895608 0.29 -0.03 -0.06
C -1.373256 -3.536495 -3.753412 0.73 1.96 1.21
O -0.119226 -3.438885 -3.000802 -0.73 -1.39 -1.05
H -1.385616 -2.646845 -4.383072 -0.24 -0.18 -0.55
H -1.533466 -4.432515 -4.353072 0.70 -0.11 0.37
H -2.202456 -3.387145 -3.061882 -0.21 -0.40 0.02
H -0.159076 -2.689855 -2.401662 -0.20 0.19 0.09
C -1.171376 2.506675 -3.098772 0.66 0.88 -0.97
O -0.911406 2.997705 -1.793272 -0.77 -0.52 -0.50
H -1.429126 3.329495 -3.765582 0.05 0.44 0.25
H -0.234416 2.119005 -3.498662 -0.08 -0.45 -0.20
H -1.989296 1.808365 -3.276272 -0.02 -0.41 0.81
H -0.620576 2.206685 -1.333602 0.26 -0.09 0.74
C -1.586956 -4.217635 2.450678 1.11 0.24 -2.26
O -0.527346 -3.373795 2.882828 -0.58 -0.25 1.35
H -2.588396 -3.797665 2.356648 -0.12 0.31 0.94
H -1.331766 -4.367425 1.401608 -0.30 -0.69 -0.39
H -1.563306 -5.210825 2.899128 0.00 0.38 0.52
H -0.326126 -2.723735 2.205688 -0.03 0.18 -0.25
C 2.557154 3.378855 3.665708 -2.33 -0.30 0.06
O 2.910344 2.037135 3.825898 1.22 -0.51 0.35
H 2.548944 3.901525 4.622178 0.98 0.10 -0.03
H 3.000014 3.906615 2.821058 0.44 0.04 0.25
H 1.481764 3.322285 3.497058 -0.35 0.67 -0.55
H 2.453474 1.513115 3.163888 -0.01 -0.07 -0.14



49
Properties=species:S:1:pos:R:3:forces:R:3 method="wB97M-V/def2-TZVPD" e_above_lowest_kj_mol=0.0 fmax_ev_per_a=4.223 spin_multiplicity=1 energy_ha=-1649.60485 gap_ev=8.833 total_charge=-1 lumo_ev=2.3
I 0.502097 0.357148 0.113316 0.08 0.22 -0.11
C 3.696630 2.052219 -2.425136 2.70 -0.10 -0.33
O 4.431323 2.421073 -3.348436 -0.85 0.28 0.56
N 3.771058 2.569629 -1.160433 -0.63 0.16 -0.03
N 2.934515 0.952413 -2.507080 -1.29 -1.39 -0.16
H 4.421556 3.298956 -0.944602 -0.11 0.09 -0.13
H 3.141455 2.201517 -0.467847 0.14 0.20 0.23
H 3.156470 0.259661 -3.202193 0.13 0.42 -0.32
H 2.550702 0.524579 -1.675414 -0.06 0.31 0.04
C -3.155411 -0.960641 -2.317517 -3.35 -2.54 -0.38
O -3.965426 -1.676893 -2.932964 0.82 0.75 -0.06
N -3.543678 -0.424538 -1.114833 2.17 0.28 -0.76
N -1.889147 -0.774523 -2.692907 0.94 1.10 0.69
H -4.492529 -0.530599 -0.823575 -0.07 0.31 0.02
H -2.867146 0.262708 -0.814818 -0.88 0.34 0.95
H -1.498074 -1.239372 -3.488112 -0.16 -0.20 0.03
H -1.294255 -0.449810 -1.941708 0.65 -0.08 -0.44
C -1.089589 -3.141405 2.079194 -0.94 0.78 0.19
O -1.825809 -3.908151 2.692137 0.44 -0.05 -0.46
N -1.407404 -2.498550 0.914505 -0.01 -0.67 0.12
N 0.128767 -2.738972 2.547045 0.40 -0.69 0.08
H -2.310677 -2.654827 0.504319 0.02 0.11 0.03
H -0.840566 -1.706470 0.638377 -0.38 -0.06 -0.22
H 0.621498 -2.003253 2.070258 0.12 0.28 0.41
H 0.378764 -3.048824 3.469455 0.11 0.25 -0.07
C -2.430379 3.601743 -1.261777 -0.06 -0.58 -1.16
O -3.396013 4.339441 -1.379324 0.52 0.12 0.66
N -2.075648 2.697089 -2.240019 0.19 -0.03 0.54
N -1.569209 3.478831 -0.201612 -0.48 0.71 0.65
H -1.339972 2.060714 -1.988569 0.15 -0.19 -0.56
H -2.397071 2.760576 -3.186565 -0.18 0.04 0.12
H -0.715109 2.958735 -0.277707 0.08 -0.21 -0.04
H -1.680451 4.051534 0.614837 -0.20 0.11 -0.22
C 2.772449 -3.961914 -0.879480 0.75 0.73 -1.13
O 3.495479 -3.565447 -1.793245 -0.48 -0.18 0.37
N 2.080067 -3.124569 -0.066560 -0.39 0.99 0.44
N 2.590027 -5.272248 -0.603915 -0.61 -0.68 0.97
H 1.498679 -3.379663 0.713887 0.02 -0.62 -0.12
H 1.921007 -2.162636 -0.334135 0.44 -0.13 -0.26
H 3.043315 -6.023492 -1.083343 0.25 0.26 -0.16
H 2.051158 -5.473706 0.220367 0.01 -0.40 -0.15
C -0.048216 2.142827 3.980930 3.26 -1.44 1.04
O 0.809579 1.364472 4.403885 -0.59 0.15 -0.84
N -1.050330 2.534240 4.806823 -0.98 1.43 -1.44
N 0.047831 2.815709 2.782372 -1.15 0.31 1.59
H -1.314592 2.026151 5.625573 0.10 -0.25 -0.09
H -1.710263 3.088369 4.282470 -0.74 -0.14 1.00
H -0.776178 3.377394 2.670614 0.30 0.20 -1.17
H 0.638735 2.522786 2.023449 -0.19 -0.32 0.07



50
Properties=species:S:1:pos:R:3:forces:R:3 method="wB97M-V/def2-TZVPD" e_above_lowest_kj_mol=494.6 fmax_ev_per_a=6.977 spin_multiplicity=1 energy_ha=-1543.03305 gap_ev=3.374 total_charge=-2 lumo_ev=4.1
N 4.380967 0.367939 -1.868788 1.86 -0.35 -0.41
H 4.448217 -0.541671 -2.302588 -0.24 -0.05 0.24
H 5.209297 0.913479 -2.059458 -0.31 0.47 -0.54
H 4.397877 0.317479 -0.860188 0.25 -1.35 3.03
H 3.464487 0.791769 -1.891958 -2.51 1.43 -0.96
N 1.105557 -0.697871 0.298692 -1.21 -0.45 -0.37
H 0.226927 -0.374171 0.677262 0.00 0.24 0.81
H 1.927287 -0.668111 0.885192 1.42 0.11 2.33
H 1.294627 -0.054441 -0.456518 0.37 0.44 -1.82
H 0.900977 -1.667411 0.103162 0.14 -0.13 -0.66
C 1.033357 2.101379 -1.621368 0.79 4.50 1.79
O 1.368717 3.309069 -1.433618 3.51 0.20 -0.62
O -0.193133 2.021269 -1.651178 -5.70 -3.93 -0.82
O 1.799777 1.072089 -1.597908 1.64 -1.72 -0.95
C 4.060517 -0.271661 2.007922 0.21 4.91 2.00
O 4.391327 -0.053291 0.814262 2.06 -0.69 -4.32
O 2.937377 -0.679181 2.263312 -5.43 -4.14 -0.12
O 4.593527 0.360089 2.963252 3.19 0.09 1.30
C -1.158483 -3.712191 0.379682 -0.94 0.79 1.57
O -0.086733 -3.221661 0.364012 3.71 1.40 -0.53
N -2.233423 -3.074381 0.804932 -2.89 0.75 0.50
N -1.326223 -4.991571 0.188022 -0.16 -3.55 -1.38
H -3.130943 -3.504471 0.632912 0.12 0.40 0.42
H -2.101023 -2.312621 1.454762 -0.09 0.39 -0.72
H -0.420763 -5.421671 0.064482 -0.57 -0.73 -0.10
H -2.182453 -5.449851 0.465422 0.69 -0.22 -0.10
C -1.366153 -0.899281 -3.405298 -0.72 -0.62 0.20
O -1.919123 -1.748911 -4.015118 -3.12 -4.27 -2.58
N -0.425723 -0.208471 -3.915778 4.66 2.29 -4.36
N -1.592983 -0.462901 -2.243678 -2.05 0.91 5.80
H 0.310767 0.164399 -3.333848 0.24 0.46 -0.23
H -0.311523 -0.477651 -4.882528 0.86 0.36 0.21
H -1.042793 0.365549 -2.067448 0.03 1.14 1.42
H -2.250253 -0.838451 -1.575048 0.34 0.00 -0.34
C -0.487033 3.299399 1.776982 0.21 1.14 -2.12
O -0.564943 3.917439 0.736912 -0.09 0.06 -0.17
N 0.420647 2.460989 2.191562 2.82 -1.93 -0.10
N -1.398253 3.421459 2.723782 -4.25 1.20 3.00
H 1.193927 2.250449 1.576912 0.31 -0.09 0.34
H 0.395347 2.199309 3.166752 0.71 -0.32 -0.60
H -1.442953 2.781719 3.504062 -0.07 0.02 -0.33
H -2.293503 3.760749 2.402062 0.24 0.11 0.20
C -2.363813 0.396369 1.129652 1.40 0.95 -4.01
O -1.549303 -0.495071 1.016882 1.98 -0.54 0.20
N -3.315193 0.263789 1.951362 -5.02 -0.38 4.83
N -2.509373 1.414329 0.260082 0.95 -0.27 -0.43
H -3.277043 -0.552781 2.544542 -0.41 0.31 -0.11
H -4.182643 0.729589 1.726272 0.06 -0.29 0.56
H -1.666063 1.456919 -0.294088 0.52 1.21 -1.10
H -3.069663 2.242719 0.401322 0.51 -0.22 0.16



49
Properties=species:S:1:pos:R:3:forces:R:3 method="wB97M-V/def2-TZVPD" e_above_lowest_kj_mol=1605.1 fmax_ev_per_a=10.253 spin_multiplicity=1 energy_ha=-1522.72250 gap_ev=9.222 total_charge=+3 lumo_ev=-8.8
Tl -0.634310 0.077955 0.130837 -5.56 -1.09 1.67
C 2.071220 0.164425 1.600847 2.65 -0.80 1.35
O 1.003350 0.536735 1.188087 5.69 -5.02 5.33
N 3.151520 0.273385 0.884897 1.75 1.61 -2.34
N 2.366450 -0.348995 2.759637 -1.41 -0.93 3.29
H 2.890190 0.198465 -0.087833 1.19 0.80 -0.33
H 4.036590 0.026395 1.304127 0.30 0.41 -0.76
H 1.602290 -0.478675 3.407187 0.40 -0.32 0.37
H 3.258260 -0.791135 2.930767 -0.28 0.14 0.44
C -0.123380 -0.156715 -2.885033 -2.51 1.00 -1.97
O -0.676620 -0.369205 -1.796603 -2.67 3.02 -7.89
N -0.833960 -0.100855 -4.028643 0.06 -0.32 0.36
N 1.124670 0.091495 -3.140123 3.79 0.54 0.13
H -0.233000 0.123505 -4.808783 -1.33 -0.33 -0.70
H -1.780540 -0.450945 -4.067753 0.19 0.33 -0.37
H 1.896920 0.094685 -2.489193 -0.64 0.12 0.00
H 1.394030 0.252545 -4.100123 0.15 -0.05 0.25
C -1.501980 -2.534755 -0.898303 -5.28 -0.70 2.23
O -0.720270 -1.743515 -0.455523 -0.57 -5.86 5.04
N -2.769660 -2.731495 -0.534263 -1.62 2.28 2.67
N -1.246190 -3.354255 -1.787683 2.12 -5.07 -5.77
H -3.482590 -3.224375 -1.052803 0.22 0.12 0.02
H -3.080430 -2.131745 0.216617 -0.54 -0.33 -0.06
H -0.334250 -3.487745 -2.200773 -1.38 -1.15 -0.18
H -1.975980 -4.043475 -1.899433 0.78 -0.40 -0.81
C -2.755610 1.868605 1.414517 -5.16 0.45 -0.85
O -2.059680 1.475155 0.471467 -5.61 -0.30 -1.38
N -2.335130 2.254875 2.551527 3.89 0.17 3.00
N -4.089940 2.004275 1.333287 -0.67 -0.44 -1.49
H -2.886870 2.531435 3.351027 0.11 0.02 -0.24
H -1.336070 2.125845 2.624577 -0.32 0.34 1.30
H -4.642130 2.349995 2.105087 0.07 0.07 -0.25
H -4.521010 1.972165 0.420467 -0.12 -0.11 0.20
C 1.667240 -1.726005 -0.658513 0.66 -0.76 0.60
O 1.051640 -0.660995 -0.681423 8.24 -0.12 -0.76
N 2.649420 -2.116915 0.099077 2.28 0.99 2.54
N 1.319470 -2.697605 -1.407013 -1.42 -2.65 -3.92
H 2.995010 -1.370505 0.685197 0.69 -1.47 -0.12
H 3.051260 -3.043525 0.102197 -0.23 0.17 0.02
H 2.035420 -3.350625 -1.691733 -0.62 -0.29 -0.37
H 0.442580 -2.528025 -1.878613 2.01 0.40 -0.39
C 0.248510 2.682865 1.387507 1.41 4.75 0.71
O -0.143750 1.792685 0.715687 -0.83 10.02 -2.02
N 0.872100 2.640855 2.555287 0.66 -1.86 1.95
N 0.129690 3.953775 1.049417 -0.76 1.14 -1.72
H 1.215600 1.711755 2.752517 0.28 0.91 0.89
H 1.446500 3.461905 2.681917 0.30 -0.61 0.80
H 0.368610 4.651755 1.739227 -0.22 0.42 -0.80
H -0.125210 4.124565 0.087157 -0.14 0.77 0.33